{
  "formula": "C40H68ClFIN11O22S",
  "method": "ωB97M-V/def2-TZVPD",
  "symbols": ["C", "C", "C", "C", "C", "C", "C", "N", "C", "C", "C", "C", "I", "C", "F", "C", "O", "S", "C", "C", "C", "C", "C", "N", "C", "C", "C", "C", "O", "C", "C", "Cl", "C", "C", "C", "C", "C", "O", "C", "O", "C", "H", "H", "H", "H", "H", "H", "H", "H", "H", "H", "H", "H", "H", "H", "H", "H", "H", "H", "H", "H", "H", "H", "H", "H", "H", "H", "H", "H", "H", "H", "H", "H", "H", "H", "H", "H", "H", "H", "H", "H", "H", "C", "N", "O", "O", "H", "H", "H", "C", "N", "O", "O", "H", "H", "H", "C", "N", "O", "O", "H", "H", "H", "C", "N", "O", "O", "H", "H", "H", "C", "N", "O", "O", "H", "H", "H", "C", "N", "O", "O", "H", "H", "H", "C", "N", "O", "O", "H", "H", "H", "C", "N", "O", "O", "H", "H", "H", "C", "N", "O", "O", "H", "H", "H"],
  "positions_angstrom": [[0.798382, 5.194015, 5.950930], [-0.713134, 5.692736, 5.561159], [-1.069592, 5.115343, 4.093310], [-1.884781, 3.709864, 4.251751], [-1.502344, 2.647227, 3.095534], [-1.889640, 1.123017, 3.462004], [-1.048085, 0.171511, 2.469622], [0.088498, -0.563506, 3.121846], [0.882810, 0.276304, 4.041848], [1.914870, 1.356210, 3.522121], [2.765792, 2.216730, 4.486901], [2.546343, 1.976711, 6.030728], [3.743986, 3.224247, 7.355059], [1.521039, 0.934493, 6.573166], [1.345933, 0.781160, 7.985196], [0.696249, 0.069430, 5.563103], [-0.228352, -0.868134, 6.103321], [2.033235, 1.458034, 1.658573], [1.926479, -0.350218, 1.188910], [2.756343, -0.994059, 0.048656], [2.631739, -2.534085, -0.239977], [3.533076, -3.151481, -1.404266], [4.751816, -2.224860, -1.882005], [5.901658, -2.958686, -2.484390], [6.659939, -3.768747, -1.484071], [7.674407, -2.760144, -0.702373], [5.504640, -3.734642, -3.666401], [5.362589, -3.082533, -5.153576], [5.288707, -4.976365, -3.584749], [1.660843, -3.419188, 0.629856], [1.508509, -5.006349, 0.433646], [1.243376, -5.522817, -1.306764], [2.830411, -5.683919, 1.121537], [3.392202, -6.951132, 0.318688], [0.807313, -2.721090, 1.755391], [-0.243944, -3.527886, 2.685707], [-1.689372, -3.481944, 1.973784], [-1.652063, -2.713613, 0.730290], [-3.042807, -2.453990, 0.411976], [-3.642664, -3.392773, -0.176484], [0.910678, -1.184048, 2.062560], [1.531041, 6.077547, 6.022619], [1.143735, 4.547729, 5.075722], [0.800445, 4.544161, 6.887818], [-0.674929, 6.832878, 5.606535], [-1.395994, 5.214456, 6.344003], [-0.160464, 4.965544, 3.417080], [-1.739037, 5.911588, 3.575268], [-3.007233, 3.948769, 4.091312], [-1.739455, 3.291050, 5.319745], [-2.118206, 2.901567, 2.147599], [-0.403348, 2.798620, 2.823183], [-1.790671, 0.866833, 4.569373], [-2.999506, 0.988336, 3.191346], [-0.738638, 0.788075, 1.551556], [-1.795106, -0.622362, 2.083216], [3.517962, 2.990608, 4.100871], [-1.136137, -0.485376, 6.104910], [3.441607, -0.294606, -0.547184], [3.867664, -4.193547, -1.055864], [2.825966, -3.345728, -2.300966], [5.181694, -1.556747, -1.040009], [4.340497, -1.481128, -2.668829], [5.992265, -4.364884, -0.774582], [7.335329, -4.497552, -2.054000], [7.855762, -1.795650, -1.311442], [7.261071, -2.419458, 0.312432], [8.716557, -3.241937, -0.588597], [6.332747, -3.197012, -5.764429], [4.541819, -3.595811, -5.764542], [5.162421, -1.948517, -5.089064], [0.619972, -5.433456, 1.035411], [3.677324, -4.910877, 1.274187], [2.510416, -5.978786, 2.194219], [2.649441, -7.830592, 0.250722], [3.837521, -6.693617, -0.712920], [4.286752, -7.361475, 0.932519], [-0.352796, -2.974518, 3.687285], [0.140411, -4.575563, 2.917846], [-2.101826, -4.549754, 1.833090], [-2.416581, -2.941240, 2.696422], [-3.535776, -1.445161, 0.664121], [0.458722, 2.465390, -2.434737], [-0.002202, 2.830662, -1.070711], [-1.106110, 2.436735, -0.727800], [0.758381, 3.499099, -0.390864], [-0.316122, 1.874591, -2.919475], [0.636038, 3.390989, -2.980917], [1.375745, 1.886320, -2.328371], [-6.399057, 1.934153, 3.729689], [-5.565289, 0.833180, 3.180915], [-5.102728, 0.983828, 2.060572], [-5.403255, -0.143543, 3.893250], [-6.455952, 2.732427, 2.991850], [-7.388277, 1.526326, 3.934378], [-5.919195, 2.285886, 4.642464], [-1.385419, 6.823262, 0.065218], [-1.879386, 7.195189, 1.416911], [-2.985450, 6.773304, 1.747498], [-1.143753, 7.896823, 2.100538], [-2.135977, 6.204283, -0.424482], [-1.224000, 7.744365, -0.489636], [-0.455936, 6.271286, 0.195368], [-4.547685, 2.486447, -3.286453], [-3.302373, 3.296233, -3.326988], [-3.209863, 4.222219, -2.539792], [-2.458923, 2.972354, -4.150365], [-5.201304, 2.885370, -2.513325], [-5.019190, 2.559665, -4.264633], [-4.263651, 1.459069, -3.059159], [-7.043261, 0.488344, -5.434088], [-7.918006, 1.309822, -4.556667], [-9.057348, 0.915661, -4.374073], [-7.429022, 2.323325, -4.081276], [-7.607015, -0.375190, -5.782084], [-6.738579, 1.113802, -6.272561], [-6.184426, 0.174875, -4.841408], [1.858359, 9.104317, -2.812048], [0.815796, 8.770628, -1.806860], [-0.170742, 9.488456, -1.761874], [1.024066, 7.799460, -1.097878], [1.541121, 9.985092, -3.367428], [2.783926, 9.300969, -2.272300], [1.961658, 8.246335, -3.475386], [-11.664879, 2.476996, -3.316132], [-13.145957, 2.538497, -3.206166], [-13.705034, 3.508555, -3.692497], [-13.694939, 1.610215, -2.635371], [-11.314783, 3.362317, -3.843721], [-11.261274, 2.445982, -2.304908], [-11.413490, 1.574078, -3.869972], [1.395404, -9.750784, -2.882101], [1.360492, -10.170234, -1.456841], [2.203780, -9.695833, -0.712266], [0.488336, -10.959900, -1.136176], [2.217373, -9.050758, -3.021775], [1.544223, -10.646192, -3.484466], [0.441422, -9.275713, -3.108074], [8.712418, -5.609910, -5.711279], [9.958448, -4.800360, -5.742395], [10.043634, -3.871873, -4.954389], [10.806559, -5.125676, -6.556602], [8.051489, -5.209307, -4.944225], [8.248949, -5.538287, -6.694590], [8.993715, -6.636851, -5.481160]],
  "atomic_forces_ev_per_a": [[-0.421, -0.031, -0.703], [1.805, -0.775, -0.213], [-1.413, 0.498, 0.481], [-0.264, 0.411, -0.931], [-0.695, 0.420, 0.575], [0.117, 0.603, -1.156], [-2.145, -0.072, -0.183], [1.486, 1.031, -0.826], [1.906, 1.753, 2.392], [-0.439, -1.100, 2.945], [-2.883, -3.039, 1.158], [-1.840, -1.694, -2.186], [-0.986, -1.112, -0.893], [0.897, 0.873, -2.667], [0.395, 0.342, -3.670], [1.494, 2.131, -0.466], [0.889, 1.643, -0.923], [0.238, -1.604, 1.204], [-0.986, -3.141, 0.376], [-2.423, -1.749, 2.295], [-1.286, 1.739, 2.171], [-0.962, -0.220, 0.362], [-0.474, 1.286, -0.007], [-0.988, -1.153, -1.082], [1.521, 0.324, 0.194], [-0.005, 0.241, -0.089], [-0.864, -2.905, -0.558], [0.153, 0.861, 0.583], [1.096, 3.767, -0.206], [-0.483, 3.453, 0.453], [0.882, 0.714, 1.922], [0.042, 0.455, 0.961], [0.110, -0.289, -0.281], [0.828, -0.492, 0.932], [1.542, 1.636, -0.628], [0.536, 1.147, -0.691], [-0.264, -0.548, 1.577], [-2.571, 0.435, 0.834], [-0.535, -4.292, -2.400], [1.752, 4.317, 2.369], [2.870, -2.074, -3.148], [-1.122, -1.404, 0.158], [-0.206, 0.721, 1.326], [0.177, 1.071, -1.163], [-0.595, -1.620, -0.097], [0.595, 1.123, -1.201], [-1.014, 0.237, 1.149], [1.053, -1.620, 0.841], [1.687, -0.384, 0.643], [-0.103, 0.489, -1.767], [1.146, -0.297, 1.435], [-1.398, -0.577, 0.444], [0.171, 0.380, -1.490], [1.758, 0.122, 0.499], [-0.234, -0.832, 1.383], [1.498, 1.077, 0.593], [-1.331, -1.388, 0.774], [0.964, -0.237, -0.139], [-1.113, -1.381, 0.990], [-0.282, 1.578, -0.598], [1.234, 0.276, 1.376], [-0.733, -1.330, -1.195], [0.690, -1.181, 1.178], [0.919, 0.818, -0.900], [-1.259, 0.949, 0.759], [-0.462, -1.638, 0.743], [0.708, -0.688, -1.392], [-1.794, 0.635, 0.088], [-1.279, 0.055, 1.286], [1.110, 0.643, 1.262], [0.256, -1.775, -0.090], [1.281, 1.047, -1.355], [-1.467, -1.097, -0.504], [0.492, 0.329, -1.763], [1.125, 1.780, -0.040], [-1.019, -0.276, 1.554], [-1.392, 0.638, -0.922], [0.426, -0.744, -1.609], [-0.720, 1.341, -0.544], [0.618, 1.695, -0.206], [1.107, -0.874, -1.030], [1.092, -1.315, -0.166], [-0.050, -0.221, -0.297], [-0.160, 0.058, 0.250], [0.489, 0.221, 0.020], [-0.496, -0.212, -0.322], [0.065, 0.145, 0.136], [0.056, -0.096, 0.117], [-0.026, 0.176, 0.045], [-0.131, 0.342, -0.066], [0.017, -0.196, -0.082], [-0.115, -0.268, 0.435], [0.048, 0.444, -0.470], [0.088, -0.180, 0.057], [0.166, -0.019, 0.100], [-0.095, -0.144, -0.040], [-0.322, -0.294, -0.176], [-0.270, 0.068, 0.188], [0.905, 0.509, 0.014], [-0.774, -0.584, -0.373], [0.020, 0.055, 0.212], [0.049, -0.129, 0.235], [-0.059, 0.203, 0.014], [-0.198, -0.007, 0.139], [0.163, 0.247, 0.279], [0.159, -0.429, -0.532], [-0.242, 0.199, 0.376], [0.162, 0.012, -0.141], [0.142, -0.036, 0.126], [0.044, 0.099, -0.112], [0.020, -0.284, -0.208], [-0.314, 0.050, 0.141], [0.580, 0.357, 0.008], [-0.426, -0.494, -0.198], [0.015, 0.172, 0.119], [0.055, -0.011, 0.166], [-0.047, 0.129, -0.089], [0.103, 0.235, -0.270], [-0.112, -0.004, 0.139], [0.374, -0.445, 0.114], [0.115, 0.638, -0.497], [-0.042, -0.138, 0.151], [-0.089, -0.165, -0.045], [0.067, 0.035, 0.178], [0.235, 0.113, -0.137], [-0.312, 0.130, 0.002], [0.107, -0.522, 0.269], [0.183, 0.489, -0.293], [-0.149, -0.113, 0.078], [-0.058, -0.150, -0.124], [-0.030, 0.060, 0.217], [0.178, 0.217, -0.257], [-0.010, -0.093, 0.315], [-0.484, -0.495, -0.303], [0.468, 0.414, -0.075], [-0.112, -0.102, 0.137], [-0.157, 0.067, 0.088], [0.056, -0.173, 0.023], [-0.329, -0.033, 0.171], [0.284, 0.225, 0.034], [0.075, -0.396, -0.419], [-0.377, 0.228, 0.432], [0.148, -0.028, -0.086], [0.144, -0.115, 0.061], [-0.011, 0.102, -0.156]],
  "lowdin_charge": [-0.15, -0.22, -0.21, -0.18, -0.19, -0.14, -0.15, -0.09, -0.11, -0.36, -0.12, -0.57, 0.79, -0.12, -0.03, -0.11, -0.01, 0.90, -0.35, -0.02, -0.09, -0.16, -0.18, -0.13, -0.21, -0.10, -0.38, -0.01, 0.01, -0.09, -0.59, 0.59, -0.24, -0.16, -0.02, -0.10, -0.18, -0.14, -0.21, 0.04, -0.13, 0.07, 0.04, 0.04, 0.10, 0.10, 0.10, 0.08, 0.11, 0.11, 0.12, 0.08, 0.10, 0.08, 0.10, 0.11, 0.10, 0.11, 0.09, 0.09, 0.11, 0.12, 0.13, 0.11, 0.12, 0.08, 0.07, 0.08, 0.08, 0.09, 0.08, 0.10, 0.11, 0.12, 0.05, 0.07, 0.09, 0.11, 0.11, 0.14, 0.13, 0.16, 0.04, -0.43, 0.05, 0.01, 0.08, 0.10, 0.10, 0.05, -0.45, 0.04, 0.06, 0.10, 0.10, 0.10, 0.04, -0.43, 0.04, 0.06, 0.09, 0.07, 0.09, 0.03, -0.43, 0.07, 0.04, 0.10, 0.08, 0.10, 0.05, -0.42, 0.07, 0.05, 0.10, 0.11, 0.10, 0.05, -0.43, 0.07, 0.05, 0.10, 0.10, 0.10, 0.03, -0.45, 0.06, 0.06, 0.10, 0.10, 0.08, 0.04, -0.43, 0.04, 0.07, 0.10, 0.10, 0.10, 0.04, -0.45, 0.06, 0.06, 0.08, 0.10, 0.10],
  "fmax_ha_per_bohr": 0.10164,
  "e_homo_ev": -8.12,
  "smiles": "CCCCCCCN1c2c(cc(I)c(F)c2O)Sc2cc(CCN(CC)C(C)=O)c([C@@H](Cl)CC)c(CCOC=O)c21.C[N+](=O)[O-].C[N+](=O)[O-].C[N+](=O)[O-].C[N+](=O)[O-].C[N+](=O)[O-].C[N+](=O)[O-].C[N+](=O)[O-].C[N+](=O)[O-].C[N+](=O)[O-]"
}